{
  "formula": "C3H8O2",
  "method": "the ωB97M-V functional and the def2-TZVPD basis",
  "de_lowest_ev": 1.283,
  "energy_ev": -7334.767,
  "lumo_energy_ev": 0.74,
  "e_homo_ev": -8.735,
  "smiles": "C/C=C\\O.O",
  "elements": ["C", "H", "C", "H", "H", "O", "H", "H", "H", "H", "O", "H", "C"],
  "positions_angstrom": [[-1.64116, -1.04670, 1.86684], [0.93953, -0.76275, 1.14911], [-0.84978, 0.00573, 2.06169], [-1.21409, 0.75878, 2.75406], [-2.63030, -1.02633, 2.30992], [-1.37268, -2.14101, 1.10558], [-0.58915, -1.95169, 0.56097], [1.20517, 0.74942, 2.10562], [2.45610, 1.74764, -5.36551], [0.42551, 0.78768, 0.55962], [1.76133, 1.07800, -5.40791], [0.98614, 1.60876, -5.17343], [0.52339, 0.19247, 1.47345]],
  "mulliken_charge": [-0.14, 0.31, 0.00, 0.30, 0.31, -0.50, 0.27, 0.31, 0.32, 0.27, -0.64, 0.32, -1.13]
}